138
Properties=species:S:1:pos:R:3:mulliken_charge:R:1 method="wB97M-V/def2-TZVPD" e_above_lowest_kcal_mol=0.0 homo_ev=-9.7342 smiles="CCOC(C)=O.CCOC(C)=O.CCOC(C)=O.CCOC(C)=O.CCOC(C)=O.CCOC(C)=O.CCOC(C)=O.CCOC(C)=O.CCOC(C)=O.O=C1CCCO1" gap_ha=0.3649 total_charge=0
C 1.959 -1.351 5.319 -1.368
C 3.304 -0.753 4.786 0.157
O 4.279 -0.710 5.872 -0.390
C 4.865 -1.712 6.362 0.839
C 5.788 -1.517 7.439 -1.055
O 4.730 -2.825 5.960 -0.597
H 1.598 -0.798 6.186 0.320
H 2.076 -2.386 5.639 0.405
H 1.240 -1.176 4.518 0.359
H 3.760 -1.303 3.962 0.084
H 3.241 0.322 4.617 0.345
H 5.466 -2.229 8.200 0.297
H 5.888 -0.487 7.781 0.293
H 6.773 -1.806 7.072 0.274
C -5.521 -0.638 1.007 -0.483
C -6.419 -1.781 1.265 -0.640
O -7.026 -2.316 0.057 -0.165
C -7.780 -3.492 0.204 0.671
C -8.050 -4.079 -1.116 -0.949
O -8.476 -3.805 1.212 -0.591
H -5.052 -0.371 1.954 0.434
H -6.057 0.247 0.662 0.209
H -4.803 -1.000 0.271 -0.082
H -5.843 -2.604 1.688 0.349
H -7.206 -1.656 2.009 0.421
H -9.100 -4.370 -1.126 0.344
H -7.491 -5.011 -1.191 0.282
H -8.049 -3.322 -1.902 0.207
C 2.178 -0.434 -2.106 -0.021
C 1.895 -1.684 -2.966 0.018
O 1.363 -1.403 -4.246 -0.349
C 0.994 -2.427 -5.020 0.813
C 0.155 -2.032 -6.153 -1.099
O 1.262 -3.543 -4.798 -0.538
H 1.294 -0.049 -1.597 -0.404
H 2.510 0.426 -2.689 0.302
H 2.912 -0.568 -1.312 0.040
H 2.759 -2.343 -3.050 0.321
H 1.129 -2.255 -2.443 0.025
H -0.333 -2.891 -6.612 0.393
H 0.787 -1.774 -7.002 0.349
H -0.691 -1.387 -5.917 0.219
C 2.807 6.774 0.021 -0.877
C 2.330 7.287 1.420 -0.291
O 1.006 6.779 1.802 -0.349
C 0.905 5.571 2.329 0.767
C -0.525 5.267 2.723 -1.167
O 1.816 4.721 2.328 -0.451
H 2.878 5.705 -0.181 0.058
H 3.751 7.240 -0.261 0.374
H 2.088 7.114 -0.724 0.385
H 3.043 6.972 2.182 0.220
H 2.455 8.353 1.606 0.428
H -0.988 6.120 3.218 0.401
H -0.537 4.435 3.427 0.332
H -1.130 5.010 1.853 0.242
C -8.264 1.317 -1.960 -0.933
C -7.570 2.678 -1.766 -0.257
O -6.230 2.354 -1.921 -0.188
C -5.383 3.292 -2.435 0.537
C -3.887 3.014 -2.344 -0.442
O -5.772 4.372 -2.876 -0.609
H -8.126 1.049 -3.008 0.297
H -9.344 1.411 -1.850 0.435
H -7.987 0.471 -1.331 0.043
H -8.063 3.284 -2.527 0.307
H -7.693 3.018 -0.738 0.283
H -3.247 3.897 -2.375 0.379
H -3.615 2.399 -3.201 0.257
H -3.667 2.397 -1.472 -0.125
C 1.584 1.614 2.368 -0.494
C 0.924 1.750 0.981 0.593
O -0.387 1.158 1.031 -0.256
C -1.143 0.923 -0.050 0.333
C -2.432 0.317 0.235 -0.067
O -0.927 1.433 -1.176 -0.598
H 2.666 1.747 2.363 -0.026
H 1.333 0.705 2.915 0.203
H 1.193 2.425 2.982 0.078
H 0.768 2.791 0.699 0.341
H 1.543 1.107 0.356 -0.345
H -2.802 0.658 1.202 0.411
H -2.319 -0.763 0.331 -0.164
H -3.161 0.344 -0.575 -0.059
C -2.209 -8.150 -2.147 -1.282
C -1.759 -6.770 -2.349 -0.149
O -2.119 -6.056 -1.219 -0.264
C -1.609 -4.895 -0.866 0.745
C -1.909 -4.677 0.567 -0.844
O -0.743 -4.255 -1.392 -0.601
H -3.269 -8.302 -1.945 0.317
H -1.754 -8.606 -1.267 0.307
H -1.939 -8.807 -2.974 0.384
H -0.676 -6.800 -2.469 0.267
H -2.028 -6.186 -3.229 0.333
H -1.132 -5.130 1.182 0.276
H -2.854 -5.131 0.864 0.355
H -1.886 -3.604 0.757 0.117
C 5.685 3.649 2.377 -1.140
C 4.764 3.856 1.167 0.663
O 5.415 3.415 -0.088 -0.339
C 4.828 3.440 -1.234 0.837
C 5.686 2.835 -2.339 -1.098
O 3.751 3.997 -1.482 -0.591
H 6.431 4.440 2.299 0.444
H 6.185 2.690 2.237 -0.001
H 5.121 3.630 3.310 0.337
H 3.879 3.237 1.312 -0.304
H 4.540 4.919 1.260 0.274
H 5.824 3.666 -3.030 0.343
H 5.193 1.987 -2.815 0.241
H 6.732 2.654 -2.095 0.310
C 9.194 -1.258 1.224 -1.249
C 8.352 -0.143 1.993 -0.263
O 7.075 -0.218 1.391 -0.213
C 6.034 -0.258 2.195 0.561
C 4.809 -0.148 1.323 -0.165
O 5.951 -0.297 3.365 -0.565
H 8.897 -2.261 1.531 0.321
H 10.266 -1.193 1.412 0.415
H 9.238 -1.242 0.135 0.307
H 8.349 -0.397 3.053 0.318
H 8.789 0.837 1.800 0.292
H 5.021 -0.419 0.289 0.378
H 4.716 0.928 1.175 -0.288
H 3.937 -0.463 1.897 0.179
O -6.118 -0.282 -5.377 -0.575
C -5.309 -0.855 -4.723 0.282
C -5.444 -1.468 -3.415 0.627
C -4.065 -2.003 -3.126 0.152
C -3.153 -1.523 -4.209 -0.308
O -3.974 -0.994 -5.180 -0.389
H -5.626 -0.726 -2.637 -0.172
H -6.253 -2.196 -3.477 0.044
H -3.776 -1.566 -2.170 -0.273
H -4.158 -3.076 -2.956 0.209
H -2.589 -0.701 -3.769 0.251
H -2.510 -2.340 -4.538 0.135


10
Properties=species:S:1:pos:R:3:mulliken_charge:R:1 method="wB97M-V/def2-TZVPD" e_above_lowest_kcal_mol=117.8 homo_ev="-7.9638 / -9.7523" gap_ha="0.2500 / 0.3303" total_charge=0
C 0.334 0.580 -0.612 -0.011
C -1.154 0.176 -0.373 -0.267
N 1.349 0.169 -0.012 -0.306
N -1.504 -0.659 0.643 -0.526
O 2.919 -1.628 0.591 -0.449
S 1.949 -0.723 1.172 0.356
H 0.441 1.363 -1.358 0.356
H -1.550 1.208 -0.269 0.263
H -1.493 -0.230 -1.335 0.336
H -1.291 -0.256 1.553 0.248